Computed, not measured: a molecular structure, C44H66FGaN3P2Si at a distorted geometry, with ωB97M-V/def2-TZVPD.

XYZ file:
```
118
Properties=species:S:1:pos:R:3:lowdin_charge:R:1
Ga 0.157 -0.127 0.848 0.473
C 5.360 0.171 2.286 -0.092
C 3.960 -0.422 2.183 -0.519
C 3.929 -1.823 2.788 -0.131
P 2.962 -0.385 0.580 1.128
C 3.841 -1.372 -0.787 -0.504
C 5.330 -1.655 -0.622 -0.100
C 3.561 -0.713 -2.135 -0.100
C 3.195 1.316 0.008 -0.314
C 4.449 1.891 -0.201 -0.070
C 4.601 3.218 -0.557 -0.271
C 5.948 3.815 -0.819 -0.046
C 3.448 3.996 -0.671 -0.017
C 2.204 3.432 -0.525 -0.026
C 2.036 2.064 -0.243 -0.337
N 0.766 1.508 -0.193 -0.048
C -0.126 2.043 -1.113 -0.343
C 0.308 2.477 -2.378 -0.036
C -0.545 3.125 -3.240 -0.021
C -1.873 3.365 -2.894 -0.271
C -2.761 4.168 -3.794 -0.046
C -2.340 2.823 -1.711 -0.050
C -1.500 2.145 -0.834 -0.295
P -2.039 1.255 0.636 1.133
C -3.729 0.522 0.281 -0.499
C -4.961 1.414 0.151 -0.092
C -3.580 -0.369 -0.952 -0.104
C -2.213 2.564 1.961 -0.499
C -3.132 2.106 3.091 -0.103
C -2.617 3.933 1.430 -0.093
H 5.674 0.086 3.326 0.084
H 5.362 1.226 2.032 0.065
H 6.097 -0.347 1.680 0.068
H 3.312 0.204 2.808 0.041
H 4.466 -2.543 2.175 0.066
H 2.894 -2.138 2.913 0.041
H 4.391 -1.805 3.772 0.083
H 3.325 -2.342 -0.798 0.069
H 5.918 -0.744 -0.674 0.069
H 5.654 -2.302 -1.437 0.084
H 5.544 -2.160 0.316 0.056
H 4.092 0.231 -2.227 0.075
H 2.496 -0.522 -2.250 0.054
H 3.882 -1.370 -2.942 0.087
H 5.330 1.275 -0.111 0.092
H 6.742 3.207 -0.391 0.076
H 6.010 4.818 -0.402 0.081
H 6.119 3.895 -1.893 0.085
H 3.534 5.052 -0.888 0.120
H 1.325 4.052 -0.629 0.124
H 1.337 2.313 -2.671 0.125
H -0.172 3.466 -4.195 0.119
H -2.174 4.885 -4.363 0.079
H -3.510 4.706 -3.217 0.079
H -3.277 3.521 -4.505 0.084
H -3.375 2.962 -1.446 0.097
H -3.890 -0.119 1.157 0.094
H -4.985 1.944 -0.796 0.067
H -5.041 2.133 0.959 0.051
H -5.844 0.777 0.190 0.087
H -3.426 0.233 -1.846 0.078
H -4.477 -0.969 -1.092 0.086
H -2.727 -1.040 -0.846 0.052
H -1.188 2.634 2.356 0.083
H -4.177 2.140 2.796 0.067
H -3.011 2.763 3.949 0.081
H -2.901 1.089 3.400 0.065
H -3.619 3.914 1.012 0.071
H -1.928 4.275 0.662 0.071
H -2.604 4.657 2.243 0.086
C -0.416 1.734 5.161 -0.157
Si 0.865 0.900 4.002 0.494
C 1.706 2.317 3.052 -0.145
C 2.129 0.012 5.157 -0.169
N 0.093 -0.270 2.913 -0.093
C -0.852 -1.076 3.503 -0.343
C -0.896 -1.364 4.882 -0.055
C -1.906 -2.106 5.456 -0.077
C -2.935 -2.641 4.697 -0.091
C -2.910 -2.430 3.332 -0.026
C -1.891 -1.681 2.788 -0.245
F -1.897 -1.534 1.410 -0.067
H 0.013 1.846 6.152 0.034
H -1.332 1.165 5.268 0.016
H -0.687 2.729 4.822 0.021
H 2.789 2.256 3.074 0.029
H 1.445 3.272 3.496 0.041
H 1.398 2.340 2.013 -0.006
H 1.786 0.048 6.187 0.027
H 3.097 0.499 5.145 0.028
H 2.282 -1.035 4.912 0.015
H -0.120 -0.979 5.517 0.077
H -1.893 -2.268 6.522 0.109
H -3.728 -3.210 5.152 0.103
H -3.673 -2.819 2.676 0.121
C 0.671 -5.980 0.086 -0.005
N 0.708 -4.842 1.019 -0.166
C 2.046 -4.237 1.008 0.009
C -0.350 -3.794 0.796 -0.077
C -0.281 -3.077 -0.528 -0.251
C -0.587 -3.794 -1.686 -0.060
C -0.538 -3.202 -2.931 -0.065
C -0.224 -1.859 -3.023 -0.055
C 0.006 -1.137 -1.867 -0.132
C 0.001 -1.703 -0.589 -0.146
H 1.322 -6.772 0.454 0.112
H 1.022 -5.657 -0.891 0.106
H -0.339 -6.372 -0.004 0.111
H 0.528 -5.210 1.957 0.193
H 2.156 -3.646 0.100 0.087
H 2.812 -5.008 1.033 0.118
H 2.170 -3.577 1.861 0.080
H -0.231 -3.060 1.593 0.110
H -1.318 -4.288 0.902 0.148
H -0.912 -4.822 -1.623 0.102
H -0.761 -3.779 -3.814 0.109
H -0.201 -1.363 -3.983 0.114
H 0.175 -0.077 -1.966 0.068
```

Charge = +1
HOMO-LUMO gap = 6.54 eV
Energy = -4877.2139 Ha